77
Properties=species:S:1:pos:R:3:forces:R:3:lowdin_charge:R:1 method="wB97M-V/def2-TZVPD" homo_energy_ev="-10.25 / -10.25" orbital_gap_ev="6.6 / 6.6" total_energy_ev=-183137.730 de_lowest_kcal_mol=0.00 lumo_ev="-3.6341 / -3.6350" charge=+1
Hf 0.743186 0.233406 -0.902510 -0.007 0.271 -0.457 1.116
C 4.244395 0.155841 0.094909 -0.100 -0.037 -0.023 -0.452
C 3.957915 -1.313435 0.357176 -0.001 0.087 -0.089 -0.425
S 2.382118 -1.945955 -0.323392 0.180 -0.024 0.027 0.921
C 1.762751 -2.781209 1.159031 -0.033 0.079 0.014 -0.459
C 1.488776 -1.879187 2.357975 -0.035 0.011 -0.067 -0.451
S 0.474967 -0.430702 1.927591 -0.141 -0.257 -0.059 0.835
C 1.349607 0.901607 2.766090 0.055 0.058 -0.055 -0.500
C 2.769008 1.150823 2.273633 -0.082 0.031 -0.016 -0.466
S 2.885606 1.295630 0.466284 0.173 0.131 0.224 0.844
H 4.447448 0.335201 -0.955431 0.027 -0.007 -0.016 0.074
H 5.109400 0.480100 0.674784 -0.004 -0.025 0.022 0.102
H 3.943662 -1.528846 1.423446 0.029 0.010 0.008 0.067
H 4.755028 -1.909615 -0.086453 -0.014 -0.017 -0.008 0.099
H 2.492320 -3.547382 1.423570 -0.011 -0.012 0.013 0.102
H 0.860012 -3.293883 0.832622 -0.009 -0.024 0.025 0.057
H 2.409988 -1.526372 2.818223 0.005 -0.022 -0.002 0.068
H 0.946681 -2.451786 3.110223 0.028 -0.005 0.025 0.090
H 1.346615 0.707953 3.838927 0.005 -0.003 0.005 0.098
H 0.721594 1.772883 2.582659 0.012 0.022 0.002 0.037
H 3.449932 0.357588 2.578885 -0.017 -0.009 0.040 0.074
H 3.132713 2.087703 2.694792 -0.011 -0.004 0.017 0.084
C -0.826336 5.895474 0.661158 -0.040 -0.149 -0.030 -0.528
C -0.018708 5.046629 1.636811 0.056 0.041 -0.111 -0.512
S 1.209728 3.908013 0.934578 -0.010 0.063 0.048 0.810
C 2.026429 4.821381 -0.400630 0.018 -0.090 0.051 -0.482
C 2.156967 4.032640 -1.716469 -0.088 0.007 -0.014 -0.487
S 0.789871 2.995897 -2.274928 0.153 -0.096 0.236 0.830
C -0.443730 4.138211 -2.938980 -0.088 -0.050 0.061 -0.485
C -0.881602 5.342672 -2.119541 -0.049 -0.049 0.046 -0.513
S -1.743796 4.932878 -0.573445 0.052 0.073 -0.012 0.861
H -0.208359 6.628382 0.145620 0.005 0.034 0.030 0.066
H -1.553070 6.463833 1.242573 -0.006 0.009 -0.010 0.077
H -0.690798 4.368341 2.166890 -0.007 0.037 0.035 0.070
H 0.460059 5.691396 2.374844 -0.004 0.016 -0.006 0.078
H 3.031139 5.087693 -0.072212 0.004 0.037 -0.032 0.081
H 1.486262 5.750896 -0.549292 -0.011 -0.013 -0.022 0.050
H 2.982095 3.324424 -1.648955 0.019 0.005 -0.007 0.049
H 2.400853 4.722952 -2.526247 0.028 -0.004 0.002 0.096
H -1.292942 3.491213 -3.166099 -0.016 0.015 0.010 0.083
H -0.040791 4.484976 -3.892595 -0.019 -0.009 -0.015 0.089
H -1.566466 5.920854 -2.741286 0.019 0.018 -0.013 0.079
H -0.037211 5.990650 -1.894973 -0.002 0.009 -0.027 0.061
S -1.361245 1.416426 -0.132831 0.250 0.031 -0.211 0.540
C -2.395394 0.012795 0.096179 0.125 -0.584 -0.361 -0.780
N -3.678994 0.208002 0.256856 0.074 0.317 0.238 0.069
N -4.557455 -0.725703 0.471759 -0.028 0.089 -0.047 0.039
C -4.374386 -2.046954 0.994206 0.078 -0.105 0.130 -0.257
C -3.725026 -2.216725 2.214863 -0.005 0.144 -0.067 -0.041
C -3.622951 -3.481086 2.761944 -0.044 -0.127 -0.019 -0.081
C -4.178304 -4.578221 2.103042 0.058 0.086 0.072 -0.085
C -4.829127 -4.396923 0.896162 -0.021 -0.002 -0.047 -0.072
C -4.925576 -3.127521 0.334121 -0.030 -0.017 -0.094 -0.018
N -2.008532 -1.267168 -0.192195 -0.088 -0.134 0.119 0.050
N -0.861085 -1.501217 -0.655664 -0.126 0.344 -0.218 -0.085
C -0.705622 -2.890204 -1.016785 0.083 -0.100 0.021 -0.275
C -1.339987 -3.872603 -0.257253 -0.048 0.082 0.058 -0.039
C -1.162812 -5.206937 -0.572395 0.018 -0.035 -0.032 -0.062
C -0.356152 -5.571461 -1.645405 0.003 0.026 0.009 -0.063
C 0.267943 -4.590137 -2.399494 -0.010 -0.030 -0.006 -0.047
C 0.099472 -3.247148 -2.090666 0.019 0.102 -0.020 -0.060
H -5.495204 -0.353489 0.484079 -0.009 -0.059 0.052 0.158
H -3.314727 -1.353694 2.725477 0.008 -0.012 0.008 0.118
H -3.133691 -3.614724 3.717972 0.004 0.001 0.001 0.108
H -4.110020 -5.564599 2.541914 -0.001 -0.001 0.001 0.109
H -5.267274 -5.241941 0.381904 0.002 0.006 -0.003 0.112
H -5.422389 -2.980371 -0.616541 0.001 -0.003 0.011 0.121
H -1.954837 -3.580271 0.582551 -0.040 -0.004 0.024 0.088
H -1.654009 -5.965104 0.023927 -0.003 0.007 0.001 0.109
H -0.217626 -6.615698 -1.891836 -0.004 0.001 0.004 0.110
H 0.888354 -4.859605 -3.243726 0.001 0.002 0.004 0.118
H 0.570786 -2.491895 -2.701731 -0.005 -0.061 0.013 0.068
O 2.098770 0.979600 -4.743364 0.001 0.088 -0.172 -0.381
Se 2.066745 -0.056036 -3.548041 -0.542 0.022 0.403 0.847
O 2.537332 0.632554 -2.061143 0.256 0.044 0.230 -0.719
O 0.477047 -0.265921 -2.876334 -0.126 -0.148 0.082 -0.575
O 2.732654 -1.495764 -3.701402 0.087 -0.128 -0.033 -0.408


18
Properties=species:S:1:pos:R:3:forces:R:3:mulliken_spin:R:1 method="wB97M-V/def2-TZVPD" homo_energy_ev="-13.99 / -13.99" orbital_gap_ev="8.3 / 5.9" total_energy_ev=-9900.680 s2=0.76 de_lowest_kcal_mol=53.41 multiplicity=2 lumo_ev="-5.6549 / -8.0851" charge=+1
C 1.620324 -0.530877 0.121292 -2.549 -0.670 0.685 0.012
C 0.260093 -0.043765 0.650668 2.081 -0.694 0.998 0.249
C -0.904889 -0.066918 -0.086953 -0.532 0.758 -1.384 0.307
N -2.050571 0.614927 0.221781 1.040 -2.401 -0.497 0.249
C -3.193541 0.276837 -0.217019 -1.146 2.176 -0.224 0.065
H 1.854618 0.213792 -0.628113 0.745 -0.009 -0.350 0.037
H 1.431804 -1.524209 -0.318332 0.237 0.384 -0.419 0.022
H 2.339105 -0.695135 0.921689 0.026 0.601 -0.161 0.000
H 0.321628 0.277665 1.695173 -0.712 0.336 -0.297 0.020
H -0.888926 -0.437239 -1.146508 0.271 0.258 1.053 0.003
H -3.598252 -0.665943 -0.593448 0.697 -0.324 0.396 0.019
H -3.877353 1.130985 -0.310751 -0.150 -0.394 0.236 0.017
H -1.963414 0.766919 2.737253 0.775 0.586 -0.275 -0.001
H -2.376239 0.499444 4.037845 0.623 0.245 1.039 0.000
O -1.586417 0.892959 3.624339 -1.411 -0.820 -0.797 0.000
H 3.552063 -0.414145 -3.322520 -0.822 0.951 -0.305 0.000
H 4.875672 -0.486815 -3.634201 0.835 0.949 -0.663 0.000
O 4.184300 0.191512 -3.752191 -0.007 -1.931 0.964 0.000


23
Properties=species:S:1:pos:R:3:forces:R:3:lowdin_charge:R:1 method="wB97M-V/def2-TZVPD" homo_energy_ev=-8.96 orbital_gap_ev=9.6 total_energy_ev=-9649.950 de_lowest_kcal_mol=41.36 lumo_ev=0.6221 smiles="C=CC(=C)C.C=NBC" charge=0
C -0.958585 -1.282465 -1.733817 1.464 -1.968 1.185 -0.005
C -1.311161 -1.590501 -0.463891 -1.293 1.028 -1.382 -0.134
C -2.153535 -0.665721 0.425370 0.921 0.525 -1.539 -0.365
C -2.873311 0.338759 -0.132456 -0.334 -1.258 3.694 0.034
C -1.845797 -0.868073 1.871172 0.299 1.692 0.800 -0.081
H -0.272559 -1.948895 -2.372453 -1.458 1.029 1.049 0.091
H -1.173896 -0.303338 -2.052031 -0.108 0.991 -0.786 0.016
H -1.151845 -2.583317 -0.096164 0.384 -0.371 0.367 0.083
H -3.073828 0.264534 -1.130859 -0.380 0.308 -2.561 0.019
H -3.538071 0.975202 0.493542 0.807 -0.330 -0.533 0.077
H -2.660174 -0.482810 2.589483 1.239 -1.100 -1.051 0.109
H -0.923500 -0.248127 2.077311 -0.857 -0.433 -0.038 0.096
H -1.462899 -1.883227 1.967272 -0.665 -0.134 0.740 0.063
C 1.102172 1.263413 -1.088335 -2.190 0.069 1.944 -0.020
N 1.920837 0.989267 -0.180207 -2.094 0.322 -1.823 0.083
B 2.723765 0.446627 0.738941 1.519 2.362 0.493 -0.367
C 3.768200 1.334662 1.556864 -1.269 -1.404 2.094 -0.072
H -0.064903 1.453777 -0.870539 2.597 -0.344 -0.290 0.115
H 1.380401 1.264886 -2.116908 0.356 0.253 -0.825 0.064
H 2.819589 -0.672655 0.709438 -0.111 -2.056 0.272 0.058
H 4.619138 1.506316 0.951806 1.340 -0.391 -0.388 0.032
H 3.942696 0.751917 2.522835 0.590 0.702 -1.318 0.068
H 3.513603 2.319393 1.905717 -0.757 0.508 -0.107 0.034


61
Properties=species:S:1:pos:R:3:forces:R:3:lowdin_charge:R:1 method="wB97M-V/def2-TZVPD" homo_energy_ev=-9.94 orbital_gap_ev=5.3 total_energy_ev=-49728.756 lumo_ev=-4.6844 charge=+1
Sr -7.104236 -16.125307 10.384998 -0.863 -0.994 1.052 1.377
C -8.889823 -21.962408 13.367869 -0.349 -1.056 0.320 -0.082
C -10.051769 -21.295935 12.932516 1.164 -0.044 0.208 -0.074
C -10.055372 -19.929300 12.792611 -0.117 0.463 -0.473 -0.124
C -8.921662 -19.165266 13.101931 -1.153 -0.216 0.158 -0.400
C -7.841599 -19.834111 13.618885 2.010 0.956 0.359 -0.098
C -7.777240 -21.219535 13.688171 0.482 -0.585 0.839 -0.095
P -8.972249 -17.382608 12.764779 1.118 0.164 -0.966 0.998
C -10.430549 -16.740105 13.571546 -1.231 -0.733 0.851 -0.392
C -10.979698 -15.523908 13.160504 0.292 -0.263 0.551 -0.111
C -12.162411 -15.056923 13.698119 -0.495 0.159 0.032 -0.080
C -12.900297 -15.838650 14.589611 -0.296 0.612 -0.356 -0.076
C -12.322667 -16.992434 15.056473 -0.182 -1.042 0.503 -0.087
C -11.125672 -17.484443 14.552818 0.615 0.570 -0.333 -0.082
C -7.518713 -16.696930 13.616531 -0.951 -0.588 2.261 -0.514
C -7.485764 -16.666031 15.030103 -0.385 0.469 -0.314 -0.080
C -6.411069 -16.005272 15.649633 -0.625 -1.135 1.664 -0.089
C -5.336430 -15.513685 14.941436 -0.796 -0.390 -2.048 -0.085
C -5.396389 -15.676584 13.555013 1.632 0.501 0.854 -0.182
C -6.448777 -16.262047 12.898821 0.235 0.483 -3.062 -0.332
H -8.815993 -23.064972 13.585906 -0.512 1.245 -0.646 0.125
H -10.934531 -21.796257 12.660372 -0.917 -0.896 -0.112 0.090
H -10.958663 -19.428444 12.429860 0.263 -0.218 0.074 0.114
H -6.992954 -19.218417 13.983183 -0.444 -0.587 -0.365 0.114
H -6.901261 -21.767108 14.113540 -0.693 0.843 -0.458 0.122
H -10.444487 -14.921919 12.450867 0.145 0.246 -0.324 0.084
H -12.507049 -14.070445 13.421356 -0.207 -0.052 -0.194 0.104
H -13.941087 -15.597022 14.876049 0.933 0.184 0.015 0.122
H -12.843208 -17.545128 15.833050 0.045 -0.141 -0.175 0.111
H -10.712863 -18.435469 14.904388 -0.240 0.405 -0.057 0.110
H -8.364705 -17.110797 15.558136 1.078 0.564 0.020 0.115
H -6.349549 -16.017058 16.741942 -0.251 0.195 -0.271 0.106
H -4.456818 -15.027980 15.291604 0.267 0.211 0.985 0.095
H -4.488197 -15.342726 13.033654 -0.420 -0.063 -0.196 0.083
O -6.213373 -9.143552 12.155707 0.975 0.035 0.129 0.085
C -5.131581 -9.584064 11.431126 1.200 2.890 -1.584 -0.392
O -4.174872 -8.812251 11.217899 -2.771 -3.050 1.016 0.108
C -5.285583 -10.951540 10.792524 -0.810 0.295 0.998 -0.125
C -4.416771 -11.289403 9.766611 -0.047 0.451 -0.477 0.019
C -4.465356 -12.578139 9.232505 0.715 0.318 0.897 0.024
C -5.303879 -13.558641 9.785906 0.832 1.876 -1.394 -0.297
C -6.192966 -13.155692 10.763721 -2.402 -1.013 1.263 -0.061
C -6.269908 -11.861532 11.244651 0.663 0.614 0.338 0.011
N -5.255236 -14.871265 9.364031 1.650 -2.082 -0.299 -0.058
C -4.417317 -15.484793 8.574174 -1.128 2.037 0.077 -0.041
C -4.330856 -16.935065 8.583094 -1.203 -1.694 -0.857 -0.232
C -3.322724 -17.603647 7.853160 -1.977 0.184 0.798 0.014
C -3.502913 -18.972072 7.748928 0.641 -1.332 -1.800 -0.026
C -4.666872 -19.590477 8.209954 2.058 -0.539 0.691 -0.034
C -5.449533 -18.932088 9.114141 -1.598 0.273 -0.465 -0.123
N -5.390392 -17.610446 9.160098 1.484 1.212 0.852 -0.025
H -7.056690 -9.229653 11.699648 0.041 -0.352 -0.135 0.117
H -3.798013 -10.431051 9.411860 -0.105 -1.261 0.173 0.148
H -3.682796 -12.911314 8.574118 -0.021 0.184 -0.540 0.108
H -6.945591 -13.848408 11.272896 1.250 0.840 -0.713 0.075
H -7.030992 -11.600539 12.024095 1.030 -0.241 -0.797 0.146
H -3.837037 -14.992223 7.755209 0.021 -0.037 1.072 0.150
H -2.638954 -17.081325 7.213378 0.637 0.224 0.348 0.121
H -2.753850 -19.574440 7.142348 -1.165 0.812 0.799 0.147
H -4.848511 -20.623319 8.047674 0.088 -0.771 -0.228 0.110
H -6.263226 -19.482443 9.664314 0.788 0.862 -0.559 0.146


39
Properties=species:S:1:pos:R:3:forces:R:3:mulliken_spin:R:1 method="wB97M-V/def2-TZVPD" homo_energy_ev="-12.65 / -11.74" orbital_gap_ev="9.5 / 2.7" total_energy_ev=-55677.075 s2=8.76 de_lowest_kcal_mol=65.00 multiplicity=6 lumo_ev="-3.1350 / -9.0873" charge=+1
Fe -11.155040 12.090630 17.185120 2.570 3.186 -0.103 3.805
F -10.479740 12.637640 15.394130 -0.535 -1.068 -0.852 0.058
F -10.063380 13.545530 18.028250 -1.242 -1.714 -0.253 0.115
C -7.628990 10.047690 18.629990 2.406 0.286 -1.056 0.002
C -8.141710 10.748070 17.356180 0.826 -0.406 0.778 -0.001
C -7.791890 10.101270 15.979570 0.193 -0.095 0.596 0.000
O -9.521580 10.659100 17.575210 -3.473 0.223 -1.146 0.011
H -7.631150 8.958480 18.588580 -0.238 -0.042 -0.258 0.000
H -8.024920 10.354320 19.598130 -0.402 0.413 -0.510 0.000
H -6.583990 10.356340 18.601690 0.465 -0.398 0.635 0.000
H -7.897200 11.809380 17.400310 -0.006 -0.046 -0.168 -0.001
H -6.758470 10.178380 15.641630 0.139 0.324 0.471 0.000
H -8.390460 10.498800 15.159940 -0.270 0.337 0.262 0.001
H -7.967300 9.026030 16.013890 -0.201 -0.187 0.168 0.000
H -9.776600 9.816300 17.192790 -0.227 -0.393 0.200 0.002
C -10.143090 10.388560 12.201350 -0.930 -0.869 0.291 0.110
C -9.529150 11.721110 11.947780 -0.527 2.027 -1.674 0.032
C -9.027810 11.963240 10.547110 -0.542 -0.094 -1.137 0.040
O -10.325410 12.804120 12.439330 2.249 -1.604 -1.621 0.658
H -9.563520 9.637580 11.664480 0.186 0.039 0.307 0.001
H -11.132600 10.394340 11.744240 -0.126 -0.037 0.110 0.002
H -10.224700 10.163920 13.264830 0.009 -0.161 -0.077 0.005
H -8.563390 11.693890 12.452430 0.661 0.439 1.441 0.134
H -8.558020 12.929630 10.364140 -0.055 -0.080 0.289 0.001
H -9.848860 11.840760 9.840730 -0.452 0.361 -0.012 0.019
H -8.380380 11.159370 10.196790 0.410 0.068 0.552 0.000
H -10.539540 12.518340 13.330430 -0.872 0.155 2.536 -0.007
C -13.929280 14.138750 18.782450 -0.594 -0.557 0.350 -0.004
C -14.053290 13.408500 17.463750 -2.220 0.856 -2.460 0.006
C -15.071930 13.983670 16.336040 0.554 0.529 1.951 0.000
O -12.776360 13.448020 16.854050 0.494 -0.957 -0.236 0.008
H -13.480300 13.409650 19.456930 0.311 0.349 0.278 0.003
H -14.863450 14.444800 19.253360 -0.166 -0.095 -0.272 0.000
H -13.293340 15.019560 18.693740 0.047 -0.127 -0.065 0.000
H -14.360790 12.363350 17.498400 0.284 -0.102 0.685 0.002
H -14.917830 15.051250 16.179090 0.363 0.221 0.094 0.000
H -16.083240 13.952960 16.741490 -0.101 -0.382 -0.230 0.001
H -14.993260 13.529540 15.348280 0.058 -0.485 0.364 0.000
H -12.728820 14.340280 16.503040 0.955 0.087 -0.230 -0.003


22
Properties=species:S:1:pos:R:3:forces:R:3:lowdin_charge:R:1 method="wB97M-V/def2-TZVPD" homo_energy_ev="-9.35 / -9.34" orbital_gap_ev="5.4 / 5.4" total_energy_ev=-10709.655 de_lowest_kcal_mol=32.86 lumo_ev="-3.9060 / -3.8914" charge=+1
C -0.769405 1.165609 -2.416553 0.914 0.289 0.815 -0.114
Hf -0.075020 0.104847 0.036304 0.883 -2.707 -0.947 1.112
N 1.097223 -1.692837 -1.087352 0.093 -0.295 -0.314 -0.064
H -0.895471 1.413537 0.681069 -1.491 2.343 0.895 -0.183
H -0.038104 1.395828 -1.521706 -0.807 0.314 -2.111 -0.089
H -1.305514 2.099747 -2.563293 -0.070 -0.009 0.098 0.047
H -1.507704 0.358994 -2.243252 0.289 0.100 0.299 0.016
H -0.183362 0.955913 -3.322971 -0.053 -0.042 0.482 0.050
H 0.862579 -2.636447 -0.751187 0.048 0.391 -0.209 0.060
H 2.117882 -1.599383 -1.032173 -0.263 0.025 -0.043 0.059
H 0.849413 -1.658757 -2.081963 0.199 -0.234 0.253 0.054
C 0.900542 -0.898346 4.767695 0.023 -0.074 -0.618 -0.023
C 1.307795 0.296443 4.175610 0.280 0.872 -0.149 -0.029
C 1.079212 0.515904 2.818954 -0.446 -1.586 -0.296 -0.124
N 0.521640 -0.476363 2.037741 -0.488 0.003 1.999 -0.186
C 0.021335 -1.614639 2.634608 1.204 1.285 0.145 -0.115
C 0.246672 -1.857056 3.993146 -0.485 -0.506 -0.501 -0.032
H 1.090047 -1.086600 5.816288 -0.011 0.043 -0.024 0.124
H 1.814016 1.089905 4.755682 -0.469 -0.609 -0.339 0.131
H 1.281476 1.437961 2.270981 0.262 -0.195 0.411 0.088
H -0.534634 -2.264699 1.961578 0.207 -0.126 0.317 0.088
H -0.100417 -2.814260 4.416491 0.182 0.718 -0.165 0.128